The following is a quantum chemistry calculation of a structure of composition C34H80AsF9N8O8STl, from the Open Molecules 2025 dataset.

Results
LUMO = -3.2 eV
Energy relative to the best compared isomer or geometry (same formula, charge and spin) = 1031.2 kcal/mol
E_tot = -6086.81424 Eh
Frontier orbital gap = 5.805 eV

Structure (ORCA input):
```
! wB97M-V def2-TZVPD RIJCOSX def2/J DEFGRID3
* xyz 1 1
Tl -7.9556 4.6121 -7.2738
As -9.1193 4.7946 -4.3202
F -9.2634 3.3294 -5.3057
F -10.7398 4.5302 -3.6567
F -8.9272 6.4268 -3.4954
F -7.5173 4.9950 -5.1061
F -9.7122 5.6615 -5.7905
F -8.3687 3.9413 -2.9368
C -11.7010 6.4058 -7.4304
F -12.7999 5.6746 -7.3370
F -12.0686 7.5330 -8.0340
F -11.2354 6.7049 -6.2277
S -10.3023 5.4094 -8.3873
O -10.8366 5.2241 -9.7424
O -9.0290 6.1716 -8.2880
O -10.0744 4.1544 -7.7193
C -3.2035 3.6405 -0.6666
C -4.5716 3.6063 0.1284
N -5.6042 4.5064 -0.3998
C -6.6442 4.7686 0.5706
C -7.5214 3.5422 0.7876
C -6.0748 4.3078 -1.7813
C -6.9401 5.4678 -2.3324
H -2.4806 3.0564 -0.0970
H -2.8157 4.6588 -0.6949
H -3.3251 3.1943 -1.6537
H -4.9423 2.5838 0.0572
H -4.3201 3.7625 1.1775
H -6.1402 5.0664 1.4901
H -7.2582 5.6333 0.3188
H -6.9407 2.6240 0.8765
H -8.1139 3.6677 1.6938
H -8.2076 3.5140 -0.0587
H -6.6543 3.3858 -1.8277
H -5.2438 4.1087 -2.4580
H -7.9133 5.4752 -1.8414
H -6.9814 5.4990 -3.4212
H -6.5508 6.4292 -1.9975
C -9.1188 6.1220 -1.1311
C -9.8541 4.8078 -1.4167
N -10.5344 4.2220 -0.2382
C -11.7071 5.0345 0.0950
C -12.1045 4.8581 1.5978
C -10.7973 2.8230 -0.3790
C -9.5057 1.9724 -0.3674
H -9.8260 6.8917 -0.8221
H -8.6112 6.5240 -2.0080
H -8.4040 5.9345 -0.3298
H -10.5298 4.9943 -2.2514
H -9.0790 4.1441 -1.7998
H -11.5214 6.0976 -0.0583
H -12.5352 4.8005 -0.5741
H -11.2526 5.0392 2.2532
H -12.8423 5.6135 1.8680
H -12.4219 3.8304 1.7749
H -11.4585 2.4929 -1.1801
H -11.3229 2.4667 0.5070
H -8.9151 2.2170 0.5154
H -8.8174 2.2449 -1.1675
H -9.7206 0.9039 -0.3479
C -11.4285 10.0731 -2.3989
C -11.0973 8.5809 -2.5367
N -12.0612 7.7887 -3.2460
C -13.2270 7.6462 -2.3904
C -13.0210 6.5691 -1.2643
C -11.4198 6.6166 -3.8520
C -12.3270 5.7372 -4.7018
H -12.2660 10.1506 -1.7056
H -11.5938 10.6251 -3.3241
H -10.5692 10.5913 -1.9732
H -10.1738 8.4982 -3.1097
H -10.8646 8.1516 -1.5622
H -13.4624 8.6229 -1.9674
H -14.1014 7.3908 -2.9890
H -13.8918 6.5516 -0.6088
H -12.7563 5.6187 -1.7278
H -12.2484 6.8366 -0.5434
H -10.9400 6.0950 -3.0237
H -10.6130 6.9833 -4.4866
H -11.7847 4.8565 -5.0460
H -12.8417 6.2925 -5.4859
H -13.1210 5.4072 -4.0318
C -6.5999 2.6351 -4.2587
C -6.4184 2.5646 -5.7797
O -7.2884 3.0922 -6.5074
N -5.3458 2.0001 -6.3488
C -4.1934 1.3848 -5.7220
H -5.9896 1.8777 -3.7668
H -7.6441 2.5573 -3.9558
H -6.2356 3.5874 -3.8733
H -5.4574 2.0236 -7.3524
H -3.3968 1.0525 -6.3876
H -4.5279 0.4999 -5.1806
H -3.7259 2.0409 -4.9878
C -7.6527 0.5270 -7.5676
C -8.6536 1.6500 -7.5185
O -8.4460 2.7475 -7.9596
N -9.7836 1.2871 -6.9342
C -10.9113 2.1863 -6.7006
H -7.7062 -0.1412 -6.7081
H -6.6400 0.9167 -7.6708
H -7.8374 -0.0508 -8.4732
H -9.6395 0.4508 -6.3865
H -11.8506 1.6461 -6.5824
H -10.9965 2.9154 -7.5063
H -10.7567 2.8748 -5.8698
C -8.8573 11.3286 -1.6129
C -8.6362 10.0123 -2.3757
O -8.6197 10.0319 -3.5673
N -8.4672 8.8876 -1.6811
C -8.2223 7.5851 -2.2976
H -7.9552 11.9401 -1.5946
H -9.1346 11.0711 -0.5907
H -9.6967 11.8105 -2.1141
H -8.5944 8.9516 -0.6812
H -9.1210 6.9712 -2.3570
H -7.4442 7.1349 -1.6811
H -7.8768 7.6044 -3.3312
C -7.0353 8.0376 -4.9991
C -8.0741 7.3841 -5.9312
O -7.7630 6.3832 -6.5434
N -9.2926 7.9593 -6.1487
C -9.9200 9.0136 -5.4653
H -6.0294 8.1115 -5.4123
H -6.9203 7.4743 -4.0731
H -7.3923 9.0043 -4.6438
H -9.8648 7.5080 -6.8481
H -10.9147 9.1744 -5.8811
H -9.3943 9.9510 -5.6474
H -9.8913 8.9325 -4.3787
C -5.4740 6.2038 -4.1771
C -5.2721 5.5143 -5.5071
O -6.2311 5.3490 -6.2744
N -4.0495 5.1162 -5.7359
C -3.7736 4.2960 -6.8590
H -5.0773 7.2188 -4.1984
H -5.0631 5.7296 -3.2858
H -6.5543 6.2429 -4.0373
H -3.3732 5.0287 -4.9909
H -4.6005 3.5954 -6.9752
H -2.8905 3.6802 -6.6890
H -3.6924 4.8742 -7.7794
*
```

---

The following is a quantum chemistry calculation of a cluster of 10 separate species, C34H81Br2N3O14P in total, from the Open Molecules 2025 dataset.

Results
LUMO = -3.4 eV
E_tot = -8050.54963 Eh
Frontier orbital gap = 7.765 eV

Structure (ORCA input):
```
! wB97M-V def2-TZVPD RIJCOSX def2/J DEFGRID3
* xyz 1 1
C -5.4199 4.9917 0.5136
C -6.2801 3.8610 1.2622
O -5.9005 3.6131 2.6412
P -4.3440 2.9651 2.8024
O -3.4640 4.0200 3.5058
C -3.5820 2.2844 1.2239
C -2.0145 2.7268 1.1425
C -1.4718 2.6996 -0.3551
C -0.7447 1.6118 -1.1706
C -0.4222 0.1802 -0.5868
Br -1.4852 -1.4235 -1.0140
C 0.7206 0.0879 0.2700
C 1.6486 1.3222 0.6670
Br 1.1809 -1.6912 1.0483
N -0.4418 2.1370 -2.4923
C 0.2846 1.4494 -3.5988
C -0.6427 0.5751 -4.5624
O -0.0884 -0.3941 -5.1601
N -2.0699 0.8812 -4.8038
C -2.2902 1.3560 -6.2175
C -2.9304 -0.3057 -4.4899
C -0.9146 3.5029 -2.6358
N -1.4980 3.7593 -1.3458
O -1.9894 5.0243 -1.2319
O -4.4977 1.6673 3.9307
C -3.1957 1.1254 4.2687
C -3.4187 -0.4715 4.4797
H -5.9853 5.9925 0.4236
H -4.4332 5.2076 1.0506
H -5.2283 4.6276 -0.5590
H -7.3670 4.2497 1.2923
H -6.3451 2.8742 0.6619
H -4.0600 2.6330 0.2520
H -3.5679 1.1367 1.2764
H -1.3534 1.9944 1.7401
H -1.8470 3.7954 1.5448
H 1.7744 2.0911 -0.1765
H 1.1350 1.8554 1.5533
H 2.7137 0.9987 0.9589
H 1.0291 0.7293 -3.1094
H 0.7780 2.2571 -4.2389
H -3.3506 1.8041 -6.2513
H -2.1983 0.4733 -6.9499
H -1.5530 2.1926 -6.4824
H -2.4424 -1.2970 -4.7746
H -3.0888 -0.3175 -3.3541
H -3.8987 -0.1808 -5.0845
H -0.8181 4.1960 -3.5383
H -1.1969 5.5940 -1.0612
H -2.7837 1.5098 5.2746
H -2.3840 1.2902 3.4848
H -3.7066 -0.9784 3.4830
H -4.3338 -0.6314 5.1659
H -2.4897 -0.9460 4.9357
C -2.3045 2.4669 -10.3945
C -2.3315 3.5574 -9.3430
O -1.1905 3.4510 -8.4983
H -2.2887 1.4812 -9.9228
H -3.1785 2.5321 -11.0467
H -1.4017 2.5416 -11.0076
H -3.2233 3.4653 -8.7195
H -2.3355 4.5487 -9.8067
H -0.4050 3.5421 -9.0538
C 4.5714 -4.6432 2.2897
C 3.6488 -3.8513 3.1937
O 2.3580 -3.7354 2.6003
H 4.6616 -4.1584 1.3136
H 5.5662 -4.7339 2.7320
H 4.1723 -5.6463 2.1116
H 4.0400 -2.8441 3.3510
H 3.5448 -4.3373 4.1683
H 2.0141 -4.6296 2.4722
C 2.4403 -2.8526 -2.9317
C 3.7518 -2.3318 -2.3777
O 3.6307 -0.9536 -2.0425
H 2.1467 -2.2859 -3.8195
H 2.5212 -3.9090 -3.1984
H 1.6367 -2.7356 -2.1979
H 4.5466 -2.4301 -3.1198
H 4.0459 -2.8873 -1.4815
H 2.9329 -0.8771 -1.3799
C 8.6676 -3.3967 1.6267
C 7.6827 -2.3628 2.1355
O 7.4657 -2.5384 3.5300
H 8.2940 -4.4070 1.8143
H 8.8396 -3.2775 0.5539
H 9.6238 -3.3084 2.1483
H 6.7211 -2.4680 1.6275
H 8.0557 -1.3480 1.9617
H 8.3191 -2.4352 3.9749
C -6.1400 -0.2125 8.1064
C -4.9421 -0.3969 9.0165
O -3.7799 0.1711 8.4191
H -5.9609 -0.6839 7.1362
H -7.0376 -0.6487 8.5503
H -6.3219 0.8497 7.9162
H -4.7515 -1.4572 9.1859
H -5.1096 0.0826 9.9858
H -3.9537 1.1114 8.2806
C 11.8078 -1.2417 5.4496
C 10.5685 -2.0815 5.6864
O 10.3724 -2.9867 4.6034
H 11.7175 -0.6793 4.5167
H 11.9662 -0.5392 6.2710
H 12.6932 -1.8770 5.3547
H 9.6837 -1.4450 5.7591
H 10.6572 -2.6563 6.6133
H 11.1540 -3.5520 4.5507
C -1.8255 -2.7598 -10.6059
C -2.7836 -1.6977 -10.1045
O -2.9925 -1.8491 -8.7042
H -2.2195 -3.7585 -10.4016
H -1.6591 -2.6593 -11.6810
H -0.8624 -2.6855 -10.0925
H -3.7505 -1.7884 -10.6034
H -2.3898 -0.6943 -10.2943
H -2.1337 -1.7589 -8.2700
C 4.6024 4.2810 -3.7515
C 3.3514 3.4632 -3.5010
O 3.1377 2.5490 -4.5707
H 4.5176 4.8332 -4.6908
H 4.7741 4.9910 -2.9391
H 5.4772 3.6313 -3.8412
H 2.4760 4.1148 -3.4335
H 3.4346 2.8980 -2.5665
H 3.9109 1.9708 -4.6186
C -7.5940 -4.6835 9.6168
C -6.2836 -4.1673 10.1776
O -6.3961 -2.7855 10.4989
H -7.8751 -4.1230 8.7214
H -7.5187 -5.7429 9.3606
H -8.4029 -4.5536 10.3415
H -5.4832 -4.2789 9.4431
H -6.0020 -4.7168 11.0813
H -7.0992 -2.6951 11.1553
*
```

---

The following is a quantum chemistry calculation of a cluster of 7 separate species, C34H81N7 in total, from the Open Molecules 2025 dataset.

Results
LUMO = 0.1 eV
Energy relative to the best compared isomer or geometry (same formula, charge and spin) = 66.4 kcal/mol
E_tot = -1727.05012 Eh
Frontier orbital gap = 7.597 eV
SMILES = CCN(CC)CC.CCN(CC)CC.CCN(CC)CC.CCN(CC)CC.CCN(CC)CC.CC#N.CC#N

Structure (ORCA input):
```
! wB97M-V def2-TZVPD RIJCOSX def2/J DEFGRID3
* xyz 0 1
C 25.7190 -6.0518 -22.3590
C 24.3739 -6.6488 -22.4655
N 23.7343 -6.8013 -21.1060
C 22.9883 -5.5746 -20.7095
C 22.4195 -5.5535 -19.3803
C 22.8760 -8.0036 -21.0476
C 23.5722 -9.3804 -21.1560
H 26.2306 -6.8511 -21.8229
H 25.9105 -5.0216 -22.0588
H 26.1792 -6.0970 -23.3461
H 23.7320 -6.1854 -23.2148
H 24.4507 -7.6927 -22.7694
H 23.6243 -4.7060 -20.8806
H 22.1380 -5.5168 -21.3890
H 22.1522 -4.5502 -19.0487
H 21.4534 -6.0221 -19.1924
H 23.1268 -6.0843 -18.7431
H 22.1288 -7.8940 -21.8336
H 22.4363 -7.9824 -20.0505
H 24.2723 -9.5436 -20.3367
H 23.9997 -9.6341 -22.1260
H 22.8260 -10.1603 -21.0038
C 22.4427 -8.4665 -28.5461
C 22.8954 -9.6286 -29.4622
N 24.3746 -9.6959 -29.7697
C 25.1247 -8.7801 -30.6590
C 24.2714 -8.0704 -31.7893
C 25.1123 -10.4332 -28.7891
C 25.7200 -9.4190 -27.7590
H 22.8172 -7.5520 -29.0061
H 22.9122 -8.7617 -27.6077
H 21.3597 -8.5182 -28.4349
H 22.4571 -10.5620 -29.1088
H 22.3410 -9.4178 -30.3767
H 25.4487 -8.0486 -29.9187
H 26.0145 -9.3614 -30.9009
H 23.9979 -8.7383 -32.6061
H 23.3585 -7.5458 -31.5072
H 24.8888 -7.3334 -32.3029
H 25.7073 -11.2182 -29.2558
H 24.5206 -11.0932 -28.1548
H 25.6007 -9.8875 -26.7820
H 25.2324 -8.4455 -27.8110
H 26.7738 -9.3803 -28.0346
C 12.4510 -11.8898 -30.1125
C 13.8469 -12.2698 -30.5623
N 14.7924 -11.5920 -29.6462
C 14.8437 -10.1937 -29.8992
C 15.0751 -9.4317 -28.6004
C 16.1784 -12.2094 -29.6723
C 16.4032 -13.6801 -29.2765
H 11.9773 -11.1298 -30.7339
H 12.2541 -11.6794 -29.0613
H 11.9148 -12.8330 -30.2168
H 14.0538 -13.3296 -30.4137
H 14.0493 -12.0218 -31.6042
H 15.6692 -9.9858 -30.5801
H 13.9609 -9.8160 -30.4151
H 15.8384 -9.8748 -27.9608
H 15.3436 -8.3996 -28.8261
H 14.0884 -9.5022 -28.1427
H 16.8124 -11.6812 -28.9602
H 16.6453 -11.9916 -30.6329
H 17.4653 -13.8210 -29.0760
H 16.1302 -14.4073 -30.0412
H 15.8913 -13.8681 -28.3328
C 27.8009 -15.9088 -25.6892
C 27.4492 -17.3559 -26.1142
N 27.7222 -17.5275 -27.6143
C 27.3165 -18.8576 -28.0816
C 28.1463 -19.9777 -27.4653
C 29.0796 -17.0432 -28.0537
C 29.2846 -16.9908 -29.5732
H 27.3673 -15.9099 -24.6892
H 27.4308 -15.1439 -26.3719
H 28.8866 -15.8149 -25.6672
H 27.8386 -18.1298 -25.4528
H 26.3765 -17.5346 -26.1874
H 27.1710 -19.0701 -29.1408
H 26.3329 -19.0441 -27.6505
H 27.5330 -20.8673 -27.3219
H 28.6556 -19.6958 -26.5438
H 28.9220 -20.2667 -28.1744
H 29.1926 -16.0345 -27.6563
H 29.9760 -17.4764 -27.6101
H 30.3559 -16.7908 -29.5914
H 28.9048 -17.8632 -30.1051
H 28.8310 -16.1568 -30.1087
C 25.5193 -15.2482 -18.3982
C 24.8148 -15.6635 -19.7213
N 24.8612 -17.1041 -19.9315
C 23.9914 -17.8864 -19.0689
C 22.5356 -17.4016 -19.1307
C 26.2413 -17.6803 -19.9937
C 26.3401 -19.1664 -20.3835
H 25.4717 -14.1604 -18.3475
H 26.5947 -15.4049 -18.3134
H 24.8748 -15.7124 -17.6518
H 23.7864 -15.3048 -19.6804
H 25.3678 -15.3459 -20.6053
H 24.0353 -18.9289 -19.3840
H 24.2623 -17.9756 -18.0169
H 22.2784 -17.2602 -20.1804
H 21.7647 -18.0720 -18.7507
H 22.4100 -16.4047 -18.7083
H 26.7623 -17.4877 -19.0559
H 26.8850 -17.0778 -20.6345
H 25.8931 -19.8538 -19.6653
H 27.3703 -19.4955 -20.5193
H 25.9496 -19.4951 -21.3466
C 19.2562 -11.5531 -17.2985
C 20.1666 -11.9709 -16.1989
N 20.9151 -12.2459 -15.3725
H 19.1114 -10.4908 -17.4947
H 18.2788 -12.0019 -17.1209
H 19.5147 -11.9915 -18.2624
C 21.6872 -14.9802 -24.2500
C 20.6184 -14.5776 -23.3355
N 19.7589 -14.2840 -22.6989
H 22.3120 -15.7858 -23.8643
H 22.3430 -14.1108 -24.2972
H 21.2715 -15.2347 -25.2250
*
```